# 1
{"formula": "C14H12Cl2KNO4S4", "method": "ωB97M-V/def2-TZVPD", "symbols": ["K", "O", "C", "S", "C", "C", "S", "S", "S", "Cl", "C", "C", "C", "Cl", "C", "O", "C", "C", "O", "C", "H", "H", "H", "C", "N", "C", "C", "C", "O", "H", "H", "H", "H", "H", "H", "H", "H", "H"], "positions_angstrom": [[-0.6367, 0.3127, 1.0195], [-4.4947, -3.2948, 5.8701], [-3.6466, -2.8606, 5.1062], [-3.4311, -3.3924, 3.4464], [-1.9986, -2.4305, 3.0197], [-1.4920, -1.6650, 4.0156], [-0.1057, -0.5972, 4.0546], [-2.3536, -1.7645, 5.5667], [-1.4799, -2.6774, 1.3636], [-3.6996, 3.5673, -5.4771], [-2.7073, 2.8307, -4.2343], [-1.6222, 2.0288, -4.6150], [-0.8410, 1.4521, -3.6566], [0.5137, 0.4762, -4.1500], [-1.0585, 1.5929, -2.2245], [-0.3238, 1.0375, -1.3911], [-2.1852, 2.4485, -1.9067], [-2.5451, 2.7855, -0.5424], [-2.0406, 2.3926, 0.4918], [-2.9705, 3.0374, -2.9087], [-1.4030, 1.8697, -5.6624], [-3.3809, 3.5199, -0.4865], [-3.8009, 3.6685, -2.6108], [2.4273, -2.0619, 1.7553], [3.1446, -1.2483, 0.7768], [4.0177, -1.9723, -0.1164], [2.7496, 0.0315, 0.5500], [3.3853, 0.7764, -0.6095], [1.9015, 0.5794, 1.2361], [3.1494, -2.6026, 2.3727], [1.7676, -2.7782, 1.2582], [1.8037, -1.4384, 2.3949], [4.5858, -2.7030, 0.4627], [4.7267, -1.3103, -0.6083], [3.4553, -2.5186, -0.8831], [4.4433, 0.9753, -0.4234], [2.8475, 1.7138, -0.7114], [3.2984, 0.2193, -1.5427]], "lumo_energy_ev": 3.92, "relative_energy_kcal_mol": 9.36, "total_charge": -2, "fmax_ha_per_bohr": 0.0145}

# 2
{"formula": "C14H12Cl3F6GeN3NiO6S2", "method": "ωB97M-V/def2-TZVPD", "symbols": ["Ni", "O", "C", "C", "C", "C", "N", "C", "C", "C", "C", "C", "C", "O", "C", "C", "N", "H", "H", "H", "H", "H", "H", "H", "H", "H", "H", "H", "H", "F", "C", "F", "F", "S", "O", "O", "N", "S", "O", "O", "C", "F", "F", "F", "Cl", "Ge", "Cl", "Cl"], "positions_angstrom": [[-0.4792, -1.3783, -0.4133], [-1.2179, 4.8826, 2.4636], [-2.1293, 3.8519, 2.7343], [-1.7430, 2.6053, 1.9942], [-2.5280, 1.4587, 2.0966], [-2.1944, 0.3509, 1.3418], [-1.1448, 0.3524, 0.5358], [-0.3389, 1.4223, 0.4479], [-0.6236, 2.5766, 1.1662], [0.8032, 1.2579, -0.4681], [1.6657, 2.2831, -0.8337], [2.6909, 2.0315, -1.7425], [3.5855, 3.1665, -2.1824], [3.8198, 4.0932, -1.1604], [2.8380, 0.7361, -2.2285], [1.9423, -0.2405, -1.8210], [0.9534, 0.0198, -0.9796], [-1.5125, 5.6929, 2.8944], [-3.1455, 4.1236, 2.4060], [-2.1768, 3.6296, 3.8130], [-3.3910, 1.4348, 2.7418], [-2.7853, -0.5550, 1.3768], [-0.0033, 3.4577, 1.1042], [1.5381, 3.2875, -0.4558], [3.0536, 3.7209, -2.9666], [4.5149, 2.7704, -2.6109], [4.4815, 3.7535, -0.5481], [3.6215, 0.4937, -2.9276], [2.0159, -1.2576, -2.1886], [2.1077, -3.4840, 3.4393], [1.3425, -3.9285, 2.4522], [1.9664, -4.9179, 1.8247], [0.2069, -4.3838, 2.9689], [0.9527, -2.5497, 1.2406], [-0.2268, -1.8975, 1.7585], [2.1091, -1.7380, 1.0779], [0.6018, -3.2751, -0.1225], [-0.8040, -3.9542, -0.2720], [-0.9874, -5.1802, 0.3961], [-1.8838, -2.9741, -0.1680], [-0.6999, -4.2114, -2.1375], [0.0206, -3.1842, -2.6241], [-0.1362, -5.3370, -2.5136], [-1.9182, -4.1195, -2.6822], [-1.7032, -0.8727, -2.2238], [-3.7487, -1.8003, -1.6134], [-4.6742, 0.0471, -0.8407], [-4.6364, -2.2606, -3.5500]], "lumo_energy_ev": [-3.50, -6.31], "relative_energy_kcal_mol": 36.80, "multiplicity": 4, "total_charge": 1, "fmax_ha_per_bohr": 0.0584}

# 3
{"formula": "C14H12ClN2O7Ti", "method": "ωB97M-V/def2-TZVPD", "symbols": ["Ti", "O", "C", "C", "C", "C", "C", "C", "C", "N", "N", "C", "O", "C", "C", "C", "C", "C", "C", "H", "H", "H", "H", "H", "H", "H", "H", "H", "H", "O", "H", "H", "O", "Cl", "O", "O", "O"], "positions_angstrom": [[0.0595, 0.0152, 0.1503], [1.5346, 0.0163, 1.0364], [2.7183, 0.3673, 0.5533], [3.8850, -0.2393, 1.0348], [5.1255, 0.1448, 0.5710], [5.2440, 1.1522, -0.3884], [4.1206, 1.7855, -0.8632], [2.8377, 1.4344, -0.4036], [1.6982, 2.2416, -0.7185], [0.5261, 1.8362, -0.3438], [-0.5726, 2.6131, -0.2833], [-1.4484, 2.0512, 0.5176], [-1.1331, 0.9123, 1.1019], [-2.7244, 2.6793, 0.8028], [-3.0630, 3.9097, 0.2305], [-4.2859, 4.4796, 0.5235], [-5.1776, 3.8339, 1.3708], [-4.8439, 2.6114, 1.9384], [-3.6228, 2.0335, 1.6593], [3.7807, -1.0187, 1.7771], [6.0106, -0.3441, 0.9549], [6.2209, 1.4437, -0.7392], [4.2072, 2.5701, -1.5980], [1.8151, 3.2464, -1.1272], [-2.3514, 4.3876, -0.4232], [-4.5533, 5.4279, 0.0863], [-6.1305, 4.2858, 1.6020], [-5.5391, 2.1096, 2.5939], [-3.3364, 1.0908, 2.1072], [-1.8504, -1.2712, 0.1304], [-2.5890, -1.1951, 0.7556], [-2.0852, -1.9666, -0.5104], [-0.1822, -0.1386, -1.7533], [0.2529, -1.5490, -1.8745], [1.3180, -1.6269, -2.7479], [-0.8534, -2.3206, -2.2160], [0.6606, -1.8455, -0.5245]], "lumo_energy_ev": -4.56, "relative_energy_kcal_mol": 21.79, "total_charge": 1, "fmax_ha_per_bohr": 0.0504}

# 4
{"formula": "C14H12F5N4S3Ti", "method": "ωB97M-V/def2-TZVPD", "symbols": ["Ti", "S", "C", "S", "C", "C", "N", "C", "N", "N", "C", "C", "C", "C", "N", "H", "H", "H", "H", "H", "H", "H", "H", "H", "H", "H", "H", "F", "C", "C", "F", "C", "F", "C", "S", "C", "F", "C", "F"], "positions_angstrom": [[0.7553, 0.1961, -0.8331], [0.8689, 2.0532, 0.8103], [-0.6479, 2.4755, 0.0932], [-1.3288, 1.3482, -1.0403], [-1.2784, 3.6708, 0.3875], [-2.5149, 4.0488, -0.1992], [-3.5205, 4.3873, -0.6514], [-0.7255, 4.5878, 1.3223], [-0.3045, 5.3395, 2.0888], [0.2292, -0.9420, 0.8390], [-1.1235, -1.2126, 1.3579], [-1.6320, -2.5900, 0.9603], [-1.8507, -2.7953, -0.5408], [-0.5690, -2.9130, -1.3703], [-0.0981, -1.6184, -1.8899], [0.8458, -1.7295, 1.0106], [0.6149, -0.1407, 1.3531], [-1.7929, -0.4462, 0.9699], [-1.1328, -1.1415, 2.4497], [-2.5822, -2.7514, 1.4740], [-0.9350, -3.3532, 1.3262], [-2.4576, -1.9750, -0.9372], [-2.4237, -3.7152, -0.6734], [-0.7457, -3.6012, -2.2023], [0.2335, -3.3416, -0.7648], [-0.8544, -1.1580, -2.3895], [0.6277, -1.7999, -2.5751], [1.7075, -0.2669, -6.2625], [2.1203, -0.2523, -4.9859], [3.2994, -0.9302, -4.6483], [4.0386, -1.4789, -5.6238], [3.6804, -1.0648, -3.3194], [4.7621, -1.8119, -3.0498], [2.9439, -0.4949, -2.2968], [3.1020, -0.7945, -0.5992], [1.7876, 0.2903, -2.6505], [1.7376, 1.6088, -1.9308], [1.3963, 0.3734, -4.0121], [0.2236, 0.9655, -4.3059]], "lumo_energy_ev": [2.23, 1.87], "relative_energy_kcal_mol": 11.95, "multiplicity": 3, "total_charge": -1, "fmax_ha_per_bohr": 0.0292}